C32H34IN11O10P2SW | ωB97M-V with the def2-TZVPD basis set

Output
* E: -4040.49843 hartree
* ΔE to the lowest compared entry with this formula, charge and spin: 0.070 eV
* HOMO level (spin up / spin down): -8.5 / -8.9 eV
* spin multiplicity: 3
* LUMO level (spin up / spin down): -0.9 / -3.5 eV
* HOMO-LUMO gap (spin up / spin down): 7.6181 / 5.3371 eV

```
92
C32H34IN11O10P2SW (ωB97M-V with the def2-TZVPD basis set)
W -0.224 0.737 -0.078
I 3.125 -0.067 1.183
S -0.694 -2.583 1.310
P 0.741 3.138 3.090
P 0.306 0.160 3.346
O -0.826 3.305 2.878
O 1.045 3.845 -4.345
O -1.121 2.571 0.184
O -1.111 -0.090 4.031
O -0.085 0.533 1.888
O 1.515 3.095 1.835
O 0.175 -0.872 -0.467
O 0.141 1.932 5.377
O 1.122 4.309 4.097
O 1.247 -0.976 3.455
N -2.380 5.397 -1.596
N -2.265 0.120 0.424
N -2.484 1.119 -3.719
N -2.724 -0.323 1.631
N -1.215 1.194 -4.170
N -3.428 0.830 -1.566
N -1.072 0.924 -2.054
N 1.356 1.837 -1.081
N -4.460 0.022 0.396
N -0.375 1.069 -3.212
N -4.003 -0.384 1.587
C -0.242 4.820 -2.523
C 0.851 -5.875 1.385
C 3.477 0.499 -0.789
C -0.094 3.802 -1.556
C 0.965 -4.560 1.824
C -2.276 4.430 -0.707
C 2.596 1.256 -1.556
C -1.148 3.578 -0.680
C 2.365 1.534 4.622
C 1.297 -5.337 4.075
C -1.671 -3.729 -1.063
C -1.065 -4.361 -3.701
C -2.357 0.952 -2.419
C -3.391 4.218 0.272
C -1.315 -3.043 -3.343
C -2.005 -3.387 0.357
C 0.757 5.037 -3.629
C 0.973 -6.918 2.290
C 1.191 -6.650 3.635
C -1.130 -5.365 -2.745
C 4.056 0.967 -3.470
C 0.907 1.694 4.203
C -1.432 -5.049 -1.428
C -1.400 5.562 -2.496
C 4.656 0.025 -1.357
C -3.372 0.333 -0.290
C 1.185 -4.289 3.175
C 4.957 0.264 -2.686
C 2.887 1.445 -2.911
C -1.619 -2.729 -2.029
C 0.827 -3.411 0.857
C 1.134 3.026 -1.546
H -1.275 -2.254 -4.084
H -3.024 4.216 1.300
H -1.810 -0.147 3.330
H 1.281 -7.466 4.340
H 2.646 2.386 5.239
H -4.121 5.014 0.153
H 0.218 3.399 -4.579
H -3.879 3.256 0.104
H 0.903 -7.942 1.945
H 1.968 3.498 -2.053
H 1.274 -3.259 3.508
H -1.808 -1.700 -1.751
H 0.778 -3.707 -0.189
H 5.880 -0.115 -3.105
H -0.765 1.635 5.221
H -2.832 -2.677 0.441
H -2.273 -4.270 0.946
H 3.020 1.493 3.751
H -1.566 6.331 -3.242
H 0.375 5.815 -4.296
H 0.691 -6.079 0.333
H -1.494 -5.833 -0.682
H 1.715 5.391 -3.240
H 1.470 -5.128 5.122
H 2.480 0.615 5.193
H -0.951 -6.395 -3.025
H 2.161 1.948 -3.534
H 1.130 5.177 3.676
H 4.246 1.133 -4.521
H 5.340 -0.543 -0.742
H -1.071 3.026 1.972
H 1.594 -2.647 0.996
H -0.829 -4.607 -4.728
H -4.340 0.855 -1.993
```